{
  "formula": "C5H7N",
  "method": "ωB97M-V with the def2-TZVPD basis set",
  "species": ["C", "C", "C", "C", "C", "N", "H", "H", "H", "H", "H", "H", "H"],
  "xyz": [[-2.5480, -0.8675, 0.3507], [-0.1885, -0.3864, 0.9505], [-1.1015, -1.2381, 0.5572], [3.3141, 1.6681, -2.1175], [2.6281, 1.3620, -1.1773], [0.6843, 0.4417, 1.2228], [-3.1851, -1.3296, 1.1136], [-2.6896, 0.2155, 0.4017], [-2.8993, -1.2094, -0.6282], [-0.7844, -2.2655, 0.3980], [3.9223, 1.9401, -2.9516], [2.0051, 1.0933, -0.3413], [0.8426, 0.5758, 2.2216]],
  "forces_ev_per_angstrom": [[-0.110, 0.048, -0.007], [0.163, 0.138, 0.091], [0.200, 0.125, 0.056], [-0.261, -0.123, 0.370], [0.272, 0.141, -0.405], [-0.449, -0.413, -0.036], [0.088, 0.056, -0.126], [0.025, -0.159, -0.001], [0.063, 0.054, 0.134], [-0.008, 0.142, 0.044], [-0.096, -0.047, 0.139], [0.144, 0.070, -0.201], [-0.030, -0.032, -0.059]],
  "nbo_charge": [-0.6113, 0.4233, -0.4048, -0.2507, -0.2497, -0.6653, 0.2151, 0.2192, 0.2186, 0.2437, 0.2284, 0.2553, 0.3782],
  "total_energy_ha": -249.34384,
  "fmax_ha_per_bohr": 0.0119,
  "homo_ev": -9.07
}